(1)
DFT (the ωB97M-V functional and the def2-TZVPD basis) results for a cluster of 8 separate species, C16H48O8 in total.

Structure (XYZ):
```
72
C16H48O8 the ωB97M-V functional and the def2-TZVPD basis
C -2.95158 1.80745 4.17481
C -3.54189 0.66837 3.44784
O -4.19091 1.33929 2.28406
H -2.25783 2.36259 3.60672
H -2.09643 1.45804 5.01782
H -3.79607 2.36838 4.66355
H -4.25001 0.04737 3.89176
H -2.83505 0.08168 3.04484
H -4.37908 0.47383 1.69404
C -5.77780 -1.54527 -2.49810
C -4.42716 -0.96320 -2.56976
O -3.53884 -1.87991 -1.96098
H -6.23496 -1.38430 -1.55819
H -5.91205 -2.36539 -3.03165
H -6.63566 -1.21228 -3.18818
H -4.23978 0.10535 -2.07331
H -3.89560 -0.78051 -3.65400
H -2.65541 -1.66837 -2.47159
C 4.91144 -1.07188 0.29293
C 3.77387 0.05785 0.13967
O 4.45118 1.35255 -0.16698
H 5.48294 -0.76902 1.12018
H 5.44134 -1.16061 -0.57069
H 4.43509 -1.92151 0.53927
H 3.15116 0.11048 1.11467
H 3.09796 -0.42691 -0.57925
H 3.74141 1.94475 -0.38646
C -1.27387 2.22529 -0.14561
C -0.93666 0.70923 -0.13695
O 0.45906 0.54519 -0.29894
H -2.14276 2.25652 -0.19740
H -0.84009 2.93920 -0.97037
H -0.81420 2.71243 0.76443
H -1.47510 0.31596 -1.01253
H -1.30036 0.30164 0.78216
H 0.73068 -0.33057 0.08988
C -0.44447 0.20760 -3.83378
C 0.02076 -1.20999 -3.39514
O -0.99702 -2.16489 -3.07032
H 0.44065 0.86060 -3.66341
H -1.05537 0.53669 -3.19832
H -0.98449 0.37009 -4.70754
H 0.66850 -1.03428 -2.44115
H 0.60623 -1.68226 -4.09505
H -0.77786 -3.02714 -2.97488
C 0.80786 -0.04955 3.41848
C 1.88599 -1.07965 3.80495
O 1.93985 -2.13880 2.83418
H -0.10968 -0.72966 3.20869
H 1.22541 0.51354 2.33929
H 0.78475 0.71726 3.98677
H 1.73305 -1.71940 4.59438
H 2.83035 -0.70338 4.08236
H 2.65342 -2.72565 3.11100
C 2.82806 5.18761 -1.26772
C 1.87816 3.98483 -1.25463
O 2.35964 2.72989 -0.87341
H 3.60027 5.05175 -2.03062
H 3.12205 5.14771 -0.13908
H 2.21580 5.94560 -1.20245
H 1.48506 3.78751 -2.20707
H 1.03532 4.29156 -0.61985
H 1.58319 2.19031 -0.72632
C 1.74557 -4.30485 -0.11346
C 0.59153 -3.28250 -0.04098
O 1.25854 -2.12483 0.19727
H 1.36088 -5.31847 -0.04555
H 2.70423 -4.47097 0.58910
H 2.15551 -4.01621 -0.95305
H 0.05444 -3.29487 0.93744
H -0.05871 -3.26988 -0.68084
H 1.57555 -1.87902 1.23305
```

## Properties
* gap between HOMO and LUMO: 9.696 eV
* structure (SMILES): CCO.CCO.CCO.CCO.CCO.CCO.CCO.CCO
* highest occupied orbital energy: -9.35 eV
* ΔE to the lowest compared entry with this formula, charge and spin: 13.086 eV

Atomic partial charges in e from the Löwdin method, atoms 1 to 8: -0.100 -0.307 -0.146 0.039 0.135 0.093 0.093 0.046

***

(2)
DFT (the ωB97M-V functional and the def2-TZVPD basis) results for a structure of composition C9H25IN2Pd.

Structure (XYZ):
```
38
C9H25IN2Pd the ωB97M-V functional and the def2-TZVPD basis
C 0.54324 -1.47120 -3.11752
C 0.96232 0.00805 -3.09206
H 1.41064 -2.12849 -2.99108
H 0.06882 -1.66330 -4.09291
H -0.21913 -1.71605 -2.35921
H 1.36559 0.36554 -2.11907
H 1.79059 0.16988 -3.79376
H 0.11662 0.62372 -3.39966
Pd 0.25356 -0.24801 -0.67179
C -1.00165 1.22106 -1.38181
H -0.39676 1.88069 -2.01094
H -1.48664 1.81951 -0.60813
H -1.74920 0.71555 -2.00740
I 1.85523 -2.39459 -0.25127
C -1.00014 -1.94685 1.67944
N -1.28765 -0.75543 0.86778
C -2.56165 -0.94763 0.17517
C -1.31321 0.44901 1.73588
C 0.08787 0.78928 2.22215
N 1.10890 0.84960 1.12570
C 1.34041 2.23317 0.66291
C 2.39981 0.30423 1.60225
H -1.84324 -2.13494 2.36180
H -0.10283 -1.80525 2.27760
H -0.84481 -2.80345 1.02533
H -3.39084 -0.97863 0.89692
H -2.72616 -0.12474 -0.51650
H -2.52538 -1.88148 -0.39487
H -1.74101 1.28764 1.17159
H -1.94545 0.25321 2.61714
H 0.02360 1.78692 2.68426
H 0.44324 0.05359 2.96084
H 1.62513 2.90278 1.49092
H 2.14769 2.21480 -0.07986
H 0.43820 2.61260 0.17910
H 2.77341 0.86016 2.47555
H 2.25270 -0.73888 1.88227
H 3.12819 0.33794 0.79326
```

## Properties
* gap between HOMO and LUMO (alpha / beta): 7.299 / 7.155 eV
* multiplicity: 3
* expectation value of S²: 2.005
* highest occupied orbital energy (alpha / beta): -6.60 / -7.59 eV
* ΔE to the lowest compared entry with this formula, charge and spin: 0.538 eV

Atomic partial charges in e from the Löwdin method, atoms 1 to 8: -0.272 -0.231 -0.013 0.078 0.007 0.009 0.085 0.046

***

(3)
DFT (the ωB97M-V functional and the def2-TZVPD basis) results for a structure of composition C10H16CuO6.

Structure (XYZ):
```
33
C10H16CuO6 the ωB97M-V functional and the def2-TZVPD basis
Cu -12.59553 17.94898 1.56141
O -5.86581 17.39399 2.72446
C -6.22774 18.64851 2.12195
C -7.67956 19.23990 2.48001
O -8.78645 18.49226 2.17673
H -6.21012 18.45014 1.05030
H -5.39954 19.28358 2.43640
H -7.74380 20.27064 2.13140
H -7.63682 19.40829 3.55607
O -12.87296 21.83401 1.96909
C -12.45635 22.91188 2.47119
O -11.13588 23.26489 2.43350
C -10.93646 24.67304 2.62850
C -12.38775 25.17966 2.87380
C -13.22654 23.96311 3.23623
H -10.57465 25.20070 1.74602
H -10.25617 24.91848 3.44401
H -12.82954 25.68969 2.01777
H -12.47292 26.02928 3.55129
H -14.28053 23.94265 2.95913
H -13.18721 23.72905 4.30008
O -14.51244 15.57818 -1.18278
C -15.22844 14.93133 -1.99500
O -15.04863 13.61632 -2.14544
C -16.03715 12.91507 -2.90877
C -16.96947 14.12684 -3.09720
C -16.39791 15.43646 -2.79871
H -16.59710 12.25085 -2.25046
H -15.65252 12.40947 -3.79451
H -17.91557 14.01849 -2.56686
H -17.32510 14.29051 -4.11448
H -16.99612 15.98145 -2.06847
H -15.92304 16.12723 -3.49544
```

## Properties
* gap between HOMO and LUMO: 2.755 eV
* charge: -1
* highest occupied orbital energy: -1.58 eV
* ΔE to the lowest compared entry with this formula, charge and spin: 6.552 eV

Atomic partial charges in e from the Löwdin method, atoms 1 to 8: 0.106 -0.319 -0.349 -0.397 -0.256 0.076 0.074 0.075

***

(4)
DFT (the ωB97M-V functional and the def2-TZVPD basis) results for the molecule C19H27N5O4S.

Structure (XYZ):
```
56
C19H27N5O4S the ωB97M-V functional and the def2-TZVPD basis
C 4.28439 -0.12332 -3.27541
N 3.53902 -0.59597 -2.12155
C 4.29343 -1.12488 -1.08882
O 5.49853 -1.18386 -1.15080
N 3.60828 -1.58578 0.02181
C 2.25102 -1.53307 0.11983
N 1.65569 -2.00186 1.21298
C 0.33167 -1.92768 1.26642
N -0.44778 -1.41595 0.32314
C 0.12424 -0.94102 -0.77222
C 1.51828 -0.98969 -0.94234
C 2.15876 -0.49626 -2.13639
O 1.54468 -0.02907 -3.07964
S -0.84003 -0.27142 -2.04553
C -2.48207 -0.23196 -1.22648
C -2.75552 1.18354 -0.75443
O -2.71369 1.46464 0.42880
N -3.04151 2.10387 -1.70107
C -2.98056 1.94705 -3.13730
H -2.81370 0.91231 -3.42492
C -1.84193 2.81681 -3.69144
H -1.84236 2.79580 -4.78190
O -2.00548 4.16624 -3.32179
C -2.04438 4.30802 -1.91974
H -2.17801 5.37252 -1.72248
C -3.19373 3.49500 -1.31675
H -3.18283 3.55259 -0.22816
H -4.14956 3.86605 -1.70094
H -1.09310 3.97092 -1.48081
H -0.88120 2.42926 -3.32157
H -3.93258 2.29196 -3.55907
H -3.22280 -0.59469 -1.93503
H -2.41491 -0.88700 -0.35883
C -0.32136 -2.47666 2.48707
H -1.22169 -3.01578 2.19121
H 0.38268 -3.16522 2.95518
C -0.71669 -1.38591 3.51448
C -1.92719 -0.60115 3.01530
H -2.19591 0.16987 3.73333
H -2.78413 -1.25858 2.88671
H -1.72461 -0.11531 2.06561
C 0.46007 -0.43857 3.74926
H 0.65730 0.15591 2.86010
H 1.36095 -0.99591 3.99672
H 0.23624 0.24162 4.56781
C -1.07319 -2.08933 4.82659
H -1.40783 -1.36175 5.56222
H -1.87332 -2.80958 4.67148
H -0.21101 -2.61406 5.23270
C 4.40585 -2.13899 1.09906
H 5.13159 -1.39771 1.43245
H 4.94613 -3.01644 0.74380
H 3.72857 -2.40674 1.90466
H 3.56361 0.23601 -4.00615
H 4.87611 -0.93851 -3.69048
H 4.95759 0.67972 -2.97670
```

## Properties
* gap between HOMO and LUMO: 9.009 eV
* structure (SMILES): Cn1c(=O)c2c(SCC(=O)N3CCOCC3)nc(CC(C)(C)C)nc2n(C)c1=O
* highest occupied orbital energy: -8.92 eV
* ΔE to the lowest compared entry with this formula, charge and spin: 0.319 eV

Atomic partial charges in e from the Löwdin method, atoms 1 to 8: 0.004 0.034 -0.438 0.107 0.021 -0.189 0.197 -0.319